Here is a structure of composition C6H6N4S4SbSe3TcTe from the Open Molecules 2025 dataset. Energies are from wB97M-V/def2-TZVPD.

Calculated values
F_max (eV/A): 0.8
ΔE to the lowest compared entry with this formula, charge and spin (kcal per mole): 28.7
Energy (eV): -267675.83236
Charge: +2

Structure (XYZ):
```
26
C6H6N4S4SbSe3TcTe, DFT wB97M-V/def2-TZVPD
Te -1.155 -2.844 -3.769
Sb -3.185 2.420 4.104
Tc -1.104 -0.889 0.302
Se -2.423 -1.485 -1.949
Se -1.789 -3.149 -0.417
Se -0.010 -3.975 -1.789
S -0.868 -0.971 2.404
S -2.612 2.499 1.989
S -2.909 -0.965 2.757
S -3.219 -0.004 4.530
N 0.994 2.325 -1.198
N 0.971 -1.090 0.100
N 2.921 -0.184 -0.286
N -0.559 0.973 -0.483
C -0.214 2.974 -1.380
C -1.172 2.123 -0.938
C 3.161 -1.458 0.174
C 1.941 -2.012 0.409
C 0.753 1.123 -0.666
C 1.591 0.005 -0.316
H 3.635 0.483 -0.536
H 4.160 -1.845 0.291
H -0.273 3.968 -1.793
H 1.712 -2.993 0.791
H -2.241 2.263 -0.894
H 1.895 2.709 -1.438
```



Here is the ion C6H6NO with charge +1 in a non-equilibrium geometry from the Open Molecules 2025 dataset. Energies are from wB97M-V/def2-TZVPD.

Calculated values
F_max (eV/A): 5.1
ΔE to the lowest compared entry with this formula, charge and spin (kcal per mole): 104.9
Energy (eV): -9843.02590
Charge: +1

Structure (XYZ):
```
14
C6H6NO, DFT wB97M-V/def2-TZVPD
O 2.420 -1.503 -0.083
N 1.114 0.595 0.134
C -0.248 0.701 -0.038
C 2.186 -0.334 -0.120
C -0.419 -1.353 1.395
C 2.434 1.066 -0.371
C -1.084 -0.307 0.316
C 0.070 -1.777 0.308
H 3.144 1.581 0.282
H 0.482 -1.949 -0.682
H -2.082 -0.301 0.122
H -0.831 1.501 -0.626
H 2.476 1.450 -1.297
H -0.871 -1.582 2.417
```



Here is the ion C6H6NO2S with charge -1 in a non-equilibrium geometry from the Open Molecules 2025 dataset. Energies are from wB97M-V/def2-TZVPD.

Calculated values
F_max (eV/A): 5.8
ΔE to the lowest compared entry with this formula, charge and spin (kcal per mole): 37.7
Energy (eV): -22738.69441
Charge: -1

Structure (XYZ):
```
16
C6H6NO2S, DFT wB97M-V/def2-TZVPD
S 3.133 -0.861 0.132
O 3.149 -2.134 -0.614
O 3.435 -1.006 1.605
N 3.801 0.326 -0.624
C -1.020 0.115 -1.051
C 0.180 -0.553 1.266
C -1.160 -0.287 1.275
C -1.749 0.079 0.075
C 0.964 -0.556 0.177
C 0.363 -0.272 -1.045
H 4.087 1.003 -0.021
H 1.046 -0.303 -1.873
H -1.843 -0.027 2.042
H -1.382 0.383 -1.985
H 0.676 -0.572 2.324
H -2.819 0.207 0.007
```



Here is the ion C6H6NO3 with charge -1 in a non-equilibrium geometry from the Open Molecules 2025 dataset. Energies are from wB97M-V/def2-TZVPD.

Calculated values
F_max (eV/A): 4.9
ΔE to the lowest compared entry with this formula, charge and spin (kcal per mole): 118.1
Energy (eV): -13948.30825
Charge: -1

Structure (XYZ):
```
16
C6H6NO3, DFT wB97M-V/def2-TZVPD
O -0.576 2.404 -0.141
O 0.011 -0.977 -0.762
O 2.952 1.271 -0.386
N -1.405 -1.110 -0.318
C 0.465 0.384 -0.613
C -1.772 0.229 -0.053
C 2.646 -0.846 0.527
C 2.222 0.355 -0.158
C -2.984 0.539 0.398
C -0.590 1.159 -0.235
H 3.740 -0.866 0.662
H -2.012 -1.434 -1.149
H 2.199 -1.641 -0.182
H 2.145 -0.801 1.490
H -3.256 1.622 0.533
H -3.783 -0.287 0.388
```



Here is the ion C6H6NO3 with charge -1 in a non-equilibrium geometry from the Open Molecules 2025 dataset. Energies are from wB97M-V/def2-TZVPD.

Calculated values
F_max (eV/A): 10.2
Energy (eV): -13949.57537
⟨S²⟩: 2.01
Charge: -1
Spin multiplicity: 3

Structure (XYZ):
```
16
C6H6NO3, DFT wB97M-V/def2-TZVPD
O 3.562 1.487 -0.053
O 1.285 1.153 0.089
O 1.354 -2.367 -0.033
N 2.762 -0.583 0.176
C -0.738 0.030 -0.162
C -1.446 1.369 -0.144
C -1.586 -1.215 -0.014
C 2.662 0.705 0.115
C 1.614 -1.177 0.043
C 0.563 0.018 0.048
H -2.313 1.310 -0.878
H -2.178 -1.290 -0.910
H -0.812 2.220 -0.222
H -0.934 -2.090 0.042
H -1.725 1.481 0.900
H -2.070 -1.051 1.004
```



Here is the ion C6H6O with charge -1 in a non-equilibrium geometry from the Open Molecules 2025 dataset. Energies are from wB97M-V/def2-TZVPD.

Calculated values
F_max (eV/A): 4.0
ΔE to the lowest compared entry with this formula, charge and spin (kcal per mole): 36.3
Energy (eV): -8363.40728
⟨S²⟩: 0.76
Charge: -1
Spin multiplicity: 2

Structure (XYZ):
```
13
C6H6O, DFT wB97M-V/def2-TZVPD
O 0.132 2.359 0.629
C -0.038 0.998 0.393
C -1.032 0.537 -0.486
C -0.553 -0.582 -1.324
C 1.022 -1.150 0.422
C 0.172 -1.530 -0.615
C 0.897 0.080 1.033
H 1.620 0.451 1.719
H -0.773 2.742 0.574
H -1.887 1.172 -0.665
H -0.152 -2.578 -0.511
H 1.860 -1.652 0.981
H -1.265 -0.848 -2.149
```



Please write out number 1 again, unchanged.
Here is a structure of composition C6H6N4S4SbSe3TcTe from the Open Molecules 2025 dataset. Energies are from wB97M-V/def2-TZVPD.

Calculated values
F_max (eV/A): 0.8
ΔE to the lowest compared entry with this formula, charge and spin (kcal per mole): 28.7
Energy (eV): -267675.83236
Charge: +2

Structure (XYZ):
```
26
C6H6N4S4SbSe3TcTe, DFT wB97M-V/def2-TZVPD
Te -1.155 -2.844 -3.769
Sb -3.185 2.420 4.104
Tc -1.104 -0.889 0.302
Se -2.423 -1.485 -1.949
Se -1.789 -3.149 -0.417
Se -0.010 -3.975 -1.789
S -0.868 -0.971 2.404
S -2.612 2.499 1.989
S -2.909 -0.965 2.757
S -3.219 -0.004 4.530
N 0.994 2.325 -1.198
N 0.971 -1.090 0.100
N 2.921 -0.184 -0.286
N -0.559 0.973 -0.483
C -0.214 2.974 -1.380
C -1.172 2.123 -0.938
C 3.161 -1.458 0.174
C 1.941 -2.012 0.409
C 0.753 1.123 -0.666
C 1.591 0.005 -0.316
H 3.635 0.483 -0.536
H 4.160 -1.845 0.291
H -0.273 3.968 -1.793
H 1.712 -2.993 0.791
H -2.241 2.263 -0.894
H 1.895 2.709 -1.438
```



Q: Among the records above, which one has the lowest energy?
A: C6H6N4S4SbSe3TcTe



What did the first record say?
Here is a structure of composition C6H6N4S4SbSe3TcTe from the Open Molecules 2025 dataset. Energies are from wB97M-V/def2-TZVPD.

Calculated values
F_max (eV/A): 0.8
ΔE to the lowest compared entry with this formula, charge and spin (kcal per mole): 28.7
Energy (eV): -267675.83236
Charge: +2

Structure (XYZ):
```
26
C6H6N4S4SbSe3TcTe, DFT wB97M-V/def2-TZVPD
Te -1.155 -2.844 -3.769
Sb -3.185 2.420 4.104
Tc -1.104 -0.889 0.302
Se -2.423 -1.485 -1.949
Se -1.789 -3.149 -0.417
Se -0.010 -3.975 -1.789
S -0.868 -0.971 2.404
S -2.612 2.499 1.989
S -2.909 -0.965 2.757
S -3.219 -0.004 4.530
N 0.994 2.325 -1.198
N 0.971 -1.090 0.100
N 2.921 -0.184 -0.286
N -0.559 0.973 -0.483
C -0.214 2.974 -1.380
C -1.172 2.123 -0.938
C 3.161 -1.458 0.174
C 1.941 -2.012 0.409
C 0.753 1.123 -0.666
C 1.591 0.005 -0.316
H 3.635 0.483 -0.536
H 4.160 -1.845 0.291
H -0.273 3.968 -1.793
H 1.712 -2.993 0.791
H -2.241 2.263 -0.894
H 1.895 2.709 -1.438
```



Q: Look up the F_max of the fourth one.
A: 4.9 eV/A